#A
Formula: C2NO4
Source: the OMol25 dataset
Level of theory: ωB97M-V/def2-TZVPD

Summary:
- E_LUMO: 4.00 eV
- Charge: -1
- Kohn-Sham gap: 9.01 eV

Cartesian coordinates (Å):
O 2.650 0.633 -0.194
O -2.206 -0.585 -0.408
O -1.369 1.339 0.382
O 0.925 -1.028 0.813
N 0.174 -0.481 -0.424
C 1.354 -0.152 -0.081
C -1.527 0.275 -0.087

#B
Formula: C2NO4
Source: the OMol25 dataset
Level of theory: ωB97M-V/def2-TZVPD

Summary:
- E_LUMO: 4.14 eV
- Charge: -1
- Kohn-Sham gap: 8.11 eV

Cartesian coordinates (Å):
O 1.624 0.426 -0.236
O -1.364 1.093 1.549
O 1.333 -1.851 -0.592
O -1.099 0.896 -0.743
N -0.661 -0.414 -0.188
C 1.268 -0.654 -0.357
C -1.101 0.504 0.568

Which of them is most stable, and which least? Most stable: #B; least stable: #A.

#A
Formula: C24H28AsN3O9P2RuS
Source: the OMol25 dataset
Level of theory: ωB97M-V/def2-TZVPD

Summary:
- E_LUMO (alpha / beta): 2.59 / 2.03 eV
- <S²>: 0.76
- Charge: -1
- 2S+1: 2
- Kohn-Sham gap (alpha / beta): 7.76 / 7.10 eV

Cartesian coordinates (Å):
Ru -0.160 0.205 -0.254
As -0.997 0.339 -2.602
S -0.774 2.424 -0.219
P 1.980 -2.748 -2.641
P 0.275 -3.140 -0.292
O 2.304 0.579 2.965
O 0.693 -2.484 -3.336
O 0.050 -4.123 0.950
O 2.855 -1.657 -2.120
O -1.022 -3.228 -1.173
O -2.418 -1.319 2.643
O 2.907 -3.728 -3.574
O -1.847 -0.478 0.661
O 0.622 -1.788 0.236
N 0.943 -5.130 -1.883
N 0.456 0.478 1.605
N 1.853 0.628 -0.684
C -2.710 -1.964 -5.712
C 2.211 2.285 -5.498
C 2.798 -4.247 -0.412
C 0.354 2.502 -3.985
C 1.750 0.590 1.863
C -3.285 2.027 -3.393
C -1.689 -0.625 1.955
C -3.699 -2.643 -3.629
C -2.061 2.669 -1.408
C 1.573 -3.944 -1.273
C -2.259 1.803 -2.487
C -1.917 -1.044 -5.037
C -2.011 -0.928 -3.657
C -2.903 -1.730 -2.953
C 1.316 3.083 -4.800
C 1.190 0.319 -4.548
C -3.600 -2.763 -5.010
C -3.924 3.995 -2.182
C -0.538 0.163 2.600
C 0.281 1.117 -3.855
C 2.143 0.904 -5.370
C -4.123 3.124 -3.246
C -2.906 3.772 -1.270
C 2.604 0.762 0.599
H 3.580 -4.677 -1.041
H 2.961 2.737 -6.135
H 1.409 -5.355 -2.755
H -0.990 1.078 3.004
H -2.627 -2.058 -6.788
H 1.027 -5.928 -1.263
H -4.927 3.294 -3.950
H 1.364 4.161 -4.888
H -1.220 -0.426 -5.591
H -4.578 4.849 -2.053
H 3.077 1.743 0.659
H 1.961 1.460 -1.254
H -2.766 4.442 -0.430
H -2.962 -1.649 -1.873
H -4.215 -3.483 -5.536
H 3.187 -3.335 0.041
H -4.390 -3.266 -3.076
H 3.393 0.011 0.628
H -0.119 -0.399 3.434
H 1.158 -0.757 -4.423
H -0.342 3.136 -3.447
H 3.817 -3.418 -3.510
H -3.431 1.338 -4.218
H -0.287 -3.643 1.719
H -0.787 -3.708 -1.994
H 2.254 -0.161 -1.219
H 2.843 0.274 -5.904
H 2.548 -4.957 0.379

#B
Formula: C24H28AsN3O9P2RuS
Source: the OMol25 dataset
Level of theory: ωB97M-V/def2-TZVPD

Summary:
- E_LUMO (alpha / beta): 2.48 / 2.33 eV
- <S²>: 0.76
- Charge: -1
- 2S+1: 2
- Kohn-Sham gap (alpha / beta): 7.25 / 7.37 eV

Cartesian coordinates (Å):
Ru 0.908 -0.568 0.703
As -1.015 0.835 -1.223
S -0.719 0.718 1.907
P 3.816 -1.925 1.472
P 2.710 0.242 3.410
O 4.761 -3.061 1.465
O 2.277 0.379 -0.573
O 4.327 -0.767 0.487
O 2.326 -2.143 1.305
O 0.030 -3.754 -1.712
O 2.397 0.721 -2.777
O 1.588 -0.482 4.303
O 3.449 1.253 4.219
O 2.155 0.596 2.060
N 0.685 -1.733 -0.859
N -0.490 -2.027 1.402
N 5.266 -0.233 3.010
C -1.889 4.552 1.536
C 3.999 -1.063 3.104
C -2.900 1.641 -3.359
C -4.525 -2.255 -0.449
C -1.221 2.257 1.217
C 2.083 0.027 -1.831
C 1.477 -1.367 -2.020
C 0.122 -2.944 -0.794
C -3.238 2.136 -4.610
C -4.499 -1.077 0.287
C -2.574 -1.531 -1.655
C -2.538 -0.350 -0.915
C -1.563 1.500 -2.992
C -3.561 -2.480 -1.424
C -1.429 3.353 2.055
C -1.489 2.378 -0.150
C -1.926 3.594 -0.665
C -2.239 2.496 -5.507
C -0.336 -3.277 0.620
C -2.135 4.680 0.175
C -0.908 2.354 -5.150
C -3.508 -0.130 0.057
C -0.567 1.855 -3.897
C 4.148 -2.027 4.270
H -3.558 -3.400 -1.993
H 3.265 -2.661 4.323
H -0.481 -2.224 2.397
H -1.211 3.258 3.111
H -2.041 5.397 2.197
H -1.394 -1.596 1.211
H -2.502 2.881 -6.485
H 0.837 -0.700 3.733
H 0.477 1.728 -3.630
H -1.815 -1.733 -2.402
H -1.256 -3.861 0.606
H 5.106 0.586 3.632
H -2.108 3.693 -1.727
H -5.290 -2.997 -0.260
H -2.477 5.622 -0.235
H 2.332 -2.055 -2.082
H -3.486 0.782 0.642
H -0.124 2.625 -5.847
H 6.082 -0.776 3.279
H -4.281 2.240 -4.886
H 4.237 -1.493 5.219
H 3.593 -0.237 0.062
H -3.684 1.361 -2.664
H 0.468 -3.859 1.067
H -5.248 -0.894 1.048
H 0.933 -1.449 -2.961
H 5.011 -2.678 4.112
H 5.359 0.069 2.031

Which of them is most stable, and which least? Most stable: #A; least stable: #B.

#A
Formula: C4H6ClF
Source: the OMol25 dataset
Level of theory: ωB97M-V/def2-TZVPD

Summary:
- E_LUMO: 0.93 eV
- SMILES: C/C(Cl)=C/CF
- Kohn-Sham gap: 10.68 eV

Cartesian coordinates (Å):
Cl -0.166 1.093 -1.686
F 0.835 1.943 1.727
C -0.366 1.384 1.356
C -0.011 -0.017 0.652
C 0.300 -1.492 -1.321
C 0.025 -0.201 -0.600
H -1.026 1.127 2.151
H 0.542 -2.130 -0.493
H -0.679 -1.767 -1.716
H -0.882 2.046 0.582
H 1.079 -1.298 -2.073
H 0.349 -0.688 1.420

#B
Formula: C4H6ClF
Source: the OMol25 dataset
Level of theory: ωB97M-V/def2-TZVPD

Summary:
- E_LUMO: 0.90 eV
- SMILES: C=C(C)[C@@H](F)Cl
- Kohn-Sham gap: 10.82 eV

Cartesian coordinates (Å):
Cl 1.269 -1.484 -1.590
F 0.017 -2.212 0.521
C 0.755 -1.138 0.075
C -1.320 -0.044 0.789
C -0.199 0.037 0.080
C 0.227 1.311 -0.548
H 1.209 1.553 -0.108
H -0.461 2.152 -0.502
H 0.316 1.103 -1.634
H 1.671 -1.099 0.706
H -1.572 -1.005 1.210
H -1.913 0.825 1.001

#C
Formula: C4H6ClF
Source: the OMol25 dataset
Level of theory: ωB97M-V/def2-TZVPD

Summary:
- E_LUMO: 0.97 eV
- SMILES: F/C=C/CCCl
- Kohn-Sham gap: 10.52 eV

Cartesian coordinates (Å):
Cl 2.521 -1.179 0.010
F -2.857 -1.291 -0.101
C -1.967 -0.307 -0.221
C 1.466 0.261 -0.478
C 0.332 0.549 0.418
C -0.738 -0.462 0.361
H -0.125 1.561 0.242
H 1.197 0.122 -1.521
H 0.670 0.413 1.505
H -2.360 0.639 -0.523
H -0.349 -1.377 0.693
H 2.209 1.071 -0.385

Which of them is most stable, and which least? Most stable: #B; least stable: #A.

#A
Formula: C5H9N3O
Source: the OMol25 dataset
Level of theory: ωB97M-V/def2-TZVPD

Summary:
- E_LUMO: 0.88 eV
- SMILES: O/N=C/N1C[C@H]2C[C@H]2N1
- Kohn-Sham gap: 9.39 eV

Cartesian coordinates (Å):
O 3.245 -0.425 -0.413
N 0.251 1.002 0.482
N -0.152 -0.134 1.322
N 2.252 -0.068 0.718
C -0.727 1.341 -0.360
C 1.401 0.552 -0.008
C -1.249 -0.813 0.737
C -0.933 -1.142 -0.731
C -1.840 0.041 -0.371
H -2.800 0.174 -0.604
H 0.110 -0.966 -1.394
H -1.125 2.266 0.178
H -1.757 -1.442 1.467
H -0.498 0.017 2.326
H -0.079 1.542 -1.397
H -1.303 -2.072 -1.182
H 3.630 -1.100 0.134
H 1.574 1.227 -0.904

#B
Formula: C5H9N3O
Source: the OMol25 dataset
Level of theory: ωB97M-V/def2-TZVPD

Summary:
- E_LUMO: 0.43 eV
- SMILES: NC(=O)C1=CCCN1N
- Kohn-Sham gap: 8.31 eV

Cartesian coordinates (Å):
O -1.697 -0.531 1.940
N -0.211 -1.026 -0.426
N -0.954 1.638 2.099
N -0.275 -2.186 0.380
C -1.052 0.375 1.440
C -0.268 0.189 0.259
C 0.920 -0.897 -1.359
C 0.272 1.205 -0.464
C 0.894 0.656 -1.705
H -0.977 -2.088 1.100
H 0.622 -2.257 0.672
H -0.789 2.280 1.359
H -1.725 1.706 2.752
H 1.855 0.899 -1.995
H 0.645 -1.654 -2.162
H 1.877 -1.230 -0.981
H 0.408 0.723 -2.624
H 0.456 2.200 -0.285

Which of them is most stable, and which least? Most stable: #B; least stable: #A.

#A
Formula: C5H9N3O
Source: the OMol25 dataset
Level of theory: ωB97M-V/def2-TZVPD

Summary:
- E_LUMO: 0.43 eV
- Kohn-Sham gap: 7.96 eV

Cartesian coordinates (Å):
O 2.382 -1.912 -0.247
N 0.087 -1.883 0.237
N -2.638 1.723 0.364
N -2.264 3.170 -0.387
C 2.574 -0.951 0.829
C 1.743 -0.576 -0.314
C 0.207 -0.765 -0.295
C -1.833 0.740 0.124
C -0.536 0.362 -0.669
H 1.413 -2.468 0.610
H -2.554 -0.210 0.448
H -0.060 1.107 -1.192
H 3.602 -0.586 1.182
H 2.354 0.095 -1.098
H -0.905 -2.520 0.219
H -2.942 3.629 0.407
H 2.124 -1.308 1.688
H -1.312 3.620 0.161

#B
Formula: C5H9N3O
Source: the OMol25 dataset
Level of theory: ωB97M-V/def2-TZVPD

Summary:
- E_LUMO: 0.96 eV
- Kohn-Sham gap: 9.34 eV

Cartesian coordinates (Å):
O -0.056 -1.286 -1.061
N -0.123 0.775 0.416
N -1.946 -2.190 -0.344
N -0.971 -0.290 0.875
C 0.817 -0.123 -1.428
C -1.107 -1.228 -0.229
C 1.698 1.847 0.307
C 0.453 1.776 1.359
C 1.154 0.463 -0.024
H -0.191 2.718 1.488
H 2.702 1.858 0.558
H 1.502 2.554 -0.578
H 0.771 1.329 2.329
H -2.547 -2.345 0.499
H 1.522 -0.606 -2.142
H -1.879 0.010 1.112
H 0.227 0.619 -2.049
H 1.529 -0.330 0.728

#C
Formula: C5H9N3O
Source: the OMol25 dataset
Level of theory: ωB97M-V/def2-TZVPD

Summary:
- E_LUMO: 0.70 eV
- SMILES: C[C@H]1[C@H]2NNC(=O)[C@@]21N
- Kohn-Sham gap: 9.57 eV

Cartesian coordinates (Å):
O 2.643 -1.463 -0.543
N 0.910 1.495 0.295
N 2.155 0.735 0.095
N 0.190 -0.780 1.355
C -0.983 -0.276 -0.857
C 0.314 -0.639 -0.087
C 0.139 0.778 -0.664
C 1.789 -0.661 -0.266
C -2.286 -0.324 -0.089
H -1.027 -0.469 -1.932
H -0.559 -1.482 1.498
H 1.152 2.414 -0.063
H -2.631 -1.359 0.004
H -2.226 0.047 0.937
H 2.869 0.745 0.830
H 0.669 0.843 -1.603
H -0.080 0.141 1.739
H -3.040 0.252 -0.648

#D
Formula: C5H9N3O
Source: the OMol25 dataset
Level of theory: ωB97M-V/def2-TZVPD

Summary:
- E_LUMO (alpha / beta): 0.35 / 0.36 eV
- Kohn-Sham gap (alpha / beta): 7.71 / 7.71 eV

Cartesian coordinates (Å):
O 0.321 -2.446 -0.723
N 3.258 0.695 0.475
N 1.842 0.733 0.358
N -0.708 0.013 0.284
C 0.761 -1.418 -0.355
C 3.262 -0.583 -0.019
C -1.297 0.549 -0.964
C -1.499 -0.740 1.289
C 1.871 -0.666 0.003
H -0.803 -0.743 2.189
H 3.991 1.395 0.395
H 1.297 1.382 0.749
H 4.112 -1.211 -0.102
H -1.950 1.397 -0.644
H -2.125 -0.053 -1.473
H -0.492 0.957 -1.722
H -2.491 -0.241 1.279
H -1.785 -1.786 0.991

Which of them is most stable, and which least? Most stable: #B; least stable: #A.